DFT (ωB97M-V with the def2-TZVPD basis set) results for a molecular structure, C7H18Br2InO5S.

As for the total charge: -1. As for the highest occupied orbital energy: -3.24 eV. Its spin multiplicity is 1.

CARTESIAN COORDINATES (ANGSTROEM)
H 2.1954 -2.6592 -0.1791
H 3.4707 1.0154 0.8526
H -2.1173 1.3941 0.2684
S 3.2920 -0.5659 2.9038
Br 1.8075 -0.7979 -3.0489
Br 0.2220 -0.8922 -6.3812
C -0.6543 -0.9555 0.6203
H -0.7670 -0.0453 1.3838
H -1.7949 2.4762 2.2199
H 2.6385 1.1968 -4.2486
C -2.2718 -1.7078 2.1599
H 1.6381 -0.1796 -1.6976
H -2.8116 -2.7161 2.5024
H 1.0518 1.4178 -6.0943
C -3.4764 0.4182 1.9708
O -2.6650 2.7872 1.7927
H -1.3072 -0.6718 -0.3208
C 0.8780 0.6309 -5.3547
C 2.6603 0.3605 1.3915
H 1.8398 1.1278 1.7939
C 2.1588 0.2907 -4.6293
O -3.2595 -0.9207 1.4210
C -3.0617 1.6437 0.9128
H -3.9492 1.9257 0.1839
H -1.8515 -1.2229 3.1353
O 4.6832 0.0392 3.2451
H -4.6376 0.5956 2.1824
O -1.1115 -2.1638 1.3256
H 2.8735 -0.2620 -5.2450
In 1.5058 -0.9950 -0.0640
H -2.9282 0.6585 2.9732
O 2.3629 -0.2234 4.1231
H 0.0689 0.9385 -4.6870
H 3.3171 -1.9377 2.5880

Atom charges from the Löwdin analysis, given in e for atoms 1 to 5: -0.11, 0.03, 0.11, 0.67, 0.77

DFT (ωB97M-V with the def2-TZVPD basis set) results for a molecular structure, C7H18CeClIrO.

As for the total charge: 0. As for the expectation value of S²: 6.0179. As for the highest occupied orbital energy (alpha / beta): -7.31 / -7.21 eV. Its spin multiplicity is 5.

CARTESIAN COORDINATES (ANGSTROEM)
C 0.2156 -2.0240 -1.6171
Ir -0.1534 -0.8916 0.0386
C 0.9471 0.4617 2.5433
H -0.4544 -2.8013 -2.0338
H -2.1788 -1.9190 -1.4891
H 3.0607 0.1938 2.8214
H -1.9189 -2.2180 0.2212
H 2.5517 1.1369 -1.5758
H 2.0524 -0.9224 3.7554
H 2.4213 1.1800 -3.3569
C -0.3914 0.4543 3.2462
C 2.1513 0.1084 3.3997
C 1.8901 1.4173 -2.4215
Ce -0.1055 0.1974 -2.4529
H -3.1153 0.2891 -2.8823
H -2.8054 -0.6980 -0.2935
H 1.2513 -2.4359 -1.6252
H 2.2274 0.7362 4.2882
H 1.7094 2.5105 -2.3836
H -2.0685 0.1983 -4.3567
H -1.2141 0.5832 2.5323
Cl -0.8357 1.6023 -0.4078
O 1.0812 -0.3887 1.4005
C -2.0083 -1.4125 -0.5263
H -2.2279 1.7750 -3.4763
C -2.1965 0.6617 -3.3516
H -0.4813 -0.5110 3.7550
H 1.0679 1.4977 2.1993
H -0.4719 1.2184 4.0493

Atom charges from the Löwdin analysis, given in e for atoms 1 to 5: -0.35, 1.10, -0.55, 0.02, 0.01

DFT (ωB97M-V with the def2-TZVPD basis set) results for a molecular structure, C7H18ClHoI2O4P2.

As for the total charge: +2. As for the expectation value of S²: 6.0043. As for the highest occupied orbital energy (alpha / beta): -15.33 / -15.33 eV. Its spin multiplicity is 5.

CARTESIAN COORDINATES (ANGSTROEM)
H -2.0215 0.7190 -4.0370
O -0.4780 -0.3781 4.1697
C -3.6195 -0.3517 1.6086
H 1.1594 -3.1092 1.8943
H -1.1604 2.9463 1.8189
H 0.4831 0.7418 5.5805
Cl 3.4466 1.0978 -0.2325
H -1.9214 -1.0180 -4.1259
P -0.9528 -0.4478 2.6333
H 1.3765 -0.7285 5.1344
H -1.3042 2.1533 3.4368
H 1.1823 1.0990 -4.8056
C 0.9644 1.3464 -3.7608
H 1.9049 1.5863 -3.2508
C 1.0444 -1.4269 -3.7771
H 0.3536 2.2625 -3.7337
C 1.3850 -2.2325 2.5285
H 0.3018 2.7765 2.9087
C -1.3213 -0.1031 -4.1977
Ho 1.1496 0.2858 0.3819
H 0.4925 -2.3745 -3.7269
O 0.5578 -1.1759 1.9493
H 1.2317 -1.1703 -4.8307
I -2.8151 1.1042 -1.3239
H -0.9080 -0.0235 -5.2274
C 0.7795 0.1066 4.7366
H 2.0032 -1.5767 -3.2651
I -2.7468 -1.4649 -1.2808
H 1.1795 -2.4874 3.5905
H 2.4032 -1.8421 2.4065
H 1.4039 0.7120 4.0355
O -0.2943 1.0441 1.9309
C -0.6458 2.3213 2.5654
P 0.0850 -0.0725 -2.9357
O -4.6989 -0.3189 1.2014

Atom charges from the Löwdin analysis, given in e for atoms 1 to 5: -0.03, -0.34, -0.18, 0.11, 0.11

DFT (ωB97M-V with the def2-TZVPD basis set) results for a molecular structure, C7H18ClI2OP2Ru.

As for the total charge: +3. As for the expectation value of S²: 6.1015. As for the highest occupied orbital energy (alpha / beta): -19.13 / -18.79 eV. Its spin multiplicity is 5. The calculation puts the relative energy (zero: lowest compared OMol25 entry of this formula, charge and spin) at 130.4 kcal per mole.

CARTESIAN COORDINATES (ANGSTROEM)
C 2.6546 1.8290 0.4040
C -3.1954 -0.4858 0.0865
H 2.7282 -1.9614 0.5265
H -3.1762 0.2958 0.7281
H -2.6697 -1.6844 -2.8421
H 2.0479 2.5699 0.8464
Ru 0.4371 0.1238 -0.9283
Cl 1.3800 0.3946 -2.9217
P -1.7619 -0.1865 -1.0930
H 1.2829 0.8094 2.8982
H 1.5178 -0.7932 2.7831
H 3.6921 1.9848 0.6808
C 1.9345 0.1029 2.5878
H -2.3611 2.0647 -1.2981
H -3.1074 1.2063 -2.6321
H -0.8898 -1.5580 -2.8095
H 4.1242 -0.9080 0.4721
H 3.0085 -1.1139 -0.9062
P 1.9424 0.2354 0.7124
H 2.8837 0.2177 2.9721
I -0.9198 -3.1419 2.6065
I -1.7102 2.4094 2.9534
C -1.8120 -1.5863 -2.1888
O -0.9504 -0.2615 2.0165
H -2.9340 -1.3054 0.6085
H -1.3646 1.5985 -2.5820
C 3.0828 -1.0238 0.2010
C -2.2417 1.2646 -1.9809
H 2.5386 2.0439 -0.6817
C -0.3952 -0.0989 0.8338
H -1.6810 -2.4658 -1.6275
H -4.0849 -0.5760 -0.4255

Atom charges from the Löwdin analysis, given in e for atoms 1 to 5: -0.21, -0.11, 0.04, 0.00, 0.09